(1)
Below is a cluster of 2 separate species, C2H5O2S in total in a non-equilibrium geometry, with properties calculated with ωB97M-V/def2-TZVPD.

Structure (XYZ):
```
10
Properties=species:S:1:pos:R:3:mulliken_charge:R:1
C -0.76106 -0.06566 -1.29854 -0.728
S 0.49811 1.17494 -1.30589 0.059
H -0.30249 -1.05333 -1.33021 0.315
H -1.35018 0.08816 -0.38516 0.332
H -1.47103 0.10173 -2.08379 0.323
O 1.62196 -0.06337 0.95712 -0.618
C 0.56168 -0.24848 1.64089 0.175
O -0.44242 0.47480 1.64494 -0.607
H 0.49428 -1.19850 2.20104 0.377
H 1.15114 0.78969 -0.04039 0.372
```

Properties
* LUMO (alpha / beta): 0.489 / -3.588 eV
* ⟨S²⟩: 0.753
* total energy: -17082.84515 eV
* energy above the lowest of the compared OMol25 structures with the same formula, charge and spin: 1.139 eV
* 2S+1: 2
* frontier orbital gap (alpha / beta): 10.07 / 5.85 eV

(2)
Below is a structure of composition C32H30N4O6STi, with properties calculated with ωB97M-V/def2-TZVPD.

Structure (XYZ):
```
74
Properties=species:S:1:pos:R:3:mulliken_charge:R:1
Ti 0.41030 0.71875 -0.97262 -0.986
C 3.49562 2.07836 -0.23647 -1.310
C 3.91203 0.80774 0.43959 1.146
C 4.97634 0.84725 1.32782 -0.840
C 5.41085 -0.28397 2.00022 -0.898
C 4.71570 -1.46260 1.79330 -0.850
C 3.62468 -1.54850 0.93231 1.658
C 2.87692 -2.85430 0.91393 -1.233
C 3.22637 -0.40612 0.18957 -0.481
N 2.13243 -0.39401 -0.67312 0.762
C 1.79111 -1.61252 -1.35564 -0.507
O 2.59571 -2.27282 -2.02520 -0.859
C 0.40118 -1.96096 -1.13238 0.532
C -0.24788 -3.21990 -1.15959 -1.368
C -1.36061 -3.43346 -0.38924 -0.751
C -1.87694 -2.38292 0.47191 -0.352
C -1.30181 -1.16135 0.38020 0.112
N -0.28526 -0.95585 -0.49206 2.163
C -1.46948 0.10162 1.22266 -0.305
O -2.36656 0.21925 2.05319 -0.802
N -0.44862 0.99429 0.96775 1.189
C -0.17277 1.92696 1.99274 -0.494
C 0.26167 1.45488 3.24563 1.297
C 0.48325 -0.01215 3.48172 -1.383
C 0.53812 2.36545 4.25729 -0.953
C 0.42024 3.73177 4.04605 -0.771
C 0.04925 4.18564 2.79171 -0.981
C -0.23403 3.30215 1.75225 1.097
C -0.61053 3.85276 0.40587 -1.100
H 4.24688 2.85504 -0.07278 0.424
H 2.55061 2.46415 0.17075 0.180
H 3.33345 1.95015 -1.30342 0.135
H 5.47522 1.79877 1.48376 0.326
H 6.24824 -0.24105 2.68550 0.358
H 4.99589 -2.35702 2.34215 0.301
H 3.23500 -3.48465 1.73144 0.418
H 2.99629 -3.38809 -0.02991 0.293
H 1.80340 -2.70483 1.04941 0.031
H 0.20269 -4.03512 -1.71525 0.504
H -1.82556 -4.41223 -0.36798 0.421
H -2.68494 -2.55839 1.17071 0.526
H -0.45567 -0.53418 3.67478 0.273
H 1.15069 -0.15972 4.33263 0.464
H 0.93858 -0.47716 2.60474 0.002
H 0.88178 1.98854 5.21489 0.360
H 0.64826 4.43396 4.83925 0.376
H -0.01133 5.25059 2.59282 0.355
H -0.41336 4.92741 0.38109 0.414
H -1.66389 3.68145 0.17830 0.276
H -0.05225 3.41839 -0.42863 0.082
C -5.89667 -2.97619 -0.99594 -1.525
C -4.87391 -1.97595 -1.46710 1.226
C -3.95146 -2.31675 -2.45036 -0.917
C -2.95540 -1.43145 -2.83215 -0.320
C -2.89770 -0.18573 -2.23079 0.089
C -3.80024 0.17606 -1.24359 -0.337
C -4.78949 -0.72296 -0.87227 -0.849
S -1.68390 0.98802 -2.75234 1.290
O -2.23603 1.66987 -3.90420 -0.852
O -1.46108 1.85166 -1.56842 -0.805
N -0.38423 0.16180 -2.99306 0.032
C 0.48601 0.66120 -4.06464 -0.976
C 1.35029 1.82151 -3.57482 0.758
O 1.97412 2.52227 -4.35634 -0.827
O 1.33366 1.94622 -2.28687 -0.412
H -6.16579 -3.67457 -1.78938 0.384
H -6.80603 -2.48231 -0.65187 0.377
H -5.50519 -3.56184 -0.16011 0.257
H -3.98334 -3.30529 -2.89485 0.291
H -2.19831 -1.71053 -3.55103 0.414
H -3.69984 1.12813 -0.74300 0.387
H -5.47797 -0.45613 -0.07940 0.305
H -0.07109 0.99218 -4.94521 0.398
H 1.14633 -0.16065 -4.35588 0.362
```

Properties
* LUMO (alpha / beta): 4.345 / 4.345 eV
* total energy: -85871.90595 eV
* total charge: -2
* energy above the lowest of the compared OMol25 structures with the same formula, charge and spin: 1.229 eV
* frontier orbital gap (alpha / beta): 4.47 / 4.49 eV

(3)
Below is a cluster of 2 separate species, C2H8S3 in total in a non-equilibrium geometry, with properties calculated with ωB97M-V/def2-TZVPD.

Structure (XYZ):
```
13
Properties=species:S:1:pos:R:3:mulliken_charge:R:1
C -1.10009 -1.34921 0.47776 -1.000
C -1.49956 -0.09637 -0.29124 -0.437
S -0.64569 -0.06610 -1.93311 -0.202
H -1.07610 -1.16219 1.55583 0.273
H -1.82025 -2.12389 0.35981 0.329
H -0.09983 -1.68679 0.21663 0.323
H -1.24862 0.81994 0.22651 0.239
H -2.55404 -0.07251 -0.55300 0.383
H -1.73151 0.18500 -2.66785 0.097
S 1.82178 1.44379 0.46897 -0.104
S 3.88339 1.37412 0.13081 -0.213
H 1.95402 2.50847 1.25288 0.154
H 4.11649 0.22575 0.75600 0.159
```

Properties
* LUMO: 0.287 eV
* total energy: -34709.01845 eV
* SMILES string: CCS.SS
* energy above the lowest of the compared OMol25 structures with the same formula, charge and spin: 0.379 eV
* frontier orbital gap: 9.19 eV

(4)
Below is a structure of composition C42H34HfN5O8PS in a non-equilibrium geometry, with properties calculated with ωB97M-V/def2-TZVPD.

Structure (XYZ):
```
92
Properties=species:S:1:pos:R:3:mulliken_charge:R:1
Hf 0.08702 0.92856 -0.98429 2.324
O 2.54123 4.05191 -2.37494 -0.729
C 1.64354 3.27465 -2.09053 0.055
N 1.59939 2.42712 -1.02656 -0.151
C 2.91353 2.14937 -0.46962 -1.110
C 3.53904 1.12891 -1.40644 0.503
C 4.88525 1.04884 -1.72066 -0.891
C 5.29668 0.09570 -2.63904 -0.421
C 4.35352 -0.74215 -3.21461 -1.033
C 3.02687 -0.59654 -2.84232 -0.441
N 2.63820 0.31510 -1.95814 0.484
C 0.52441 3.09560 -3.10401 0.816
C 0.19091 4.10139 -3.98248 -0.769
C -0.69448 3.79261 -5.00165 -0.441
C -1.18873 2.49908 -5.11219 -0.858
C -0.82564 1.56445 -4.16519 -0.287
N 0.01851 1.85782 -3.16960 0.021
H 2.80942 1.73689 0.53693 0.254
H 3.52037 3.05300 -0.42419 0.605
H 5.58808 1.73604 -1.26639 0.532
H 6.34064 0.01794 -2.91556 0.439
H 4.63295 -1.49063 -3.94326 0.466
H 2.24341 -1.22540 -3.25049 0.461
H 0.64348 5.07501 -3.86587 0.543
H -0.99234 4.55144 -5.71412 0.447
H -1.86675 2.21949 -5.90585 0.460
H -1.20913 0.55217 -4.18094 0.482
C 5.64680 -2.20136 3.19289 -0.590
C 5.57789 -1.12842 2.31359 -0.796
C 4.42290 -0.91411 1.57545 0.058
C 3.31754 -1.75505 1.71009 0.419
C 3.40309 -2.83497 2.58415 -0.427
C 4.55989 -3.05486 3.32200 -0.799
P 1.81216 -1.34380 0.74932 1.107
C 0.89208 -2.92361 0.80146 0.100
C -0.02838 -3.28249 1.78309 -0.155
C -0.70396 -4.49373 1.70442 -0.656
C -0.46379 -5.36333 0.64647 -0.678
C 0.45987 -5.01926 -0.33029 -0.590
C 1.13165 -3.80589 -0.25110 -0.559
C 0.94094 -0.21877 1.90875 1.202
C 1.02592 -0.34490 3.29428 -0.418
C 0.30978 0.50698 4.12347 -0.660
C -0.48179 1.49626 3.55578 -1.017
C -0.53180 1.64147 2.17287 -0.236
C 0.17326 0.80223 1.29838 -0.812
H 6.54652 -2.37610 3.76888 0.374
H 6.42416 -0.46313 2.19666 0.431
H 4.38508 -0.08347 0.88171 0.169
H 2.56739 -3.51801 2.68789 0.379
H 4.61023 -3.89878 3.99863 0.425
H -0.23053 -2.60392 2.60473 0.370
H -1.42613 -4.75837 2.46750 0.469
H -1.00284 -6.29961 0.57927 0.410
H 0.64491 -5.68401 -1.16417 0.441
H 1.82961 -3.52983 -1.03574 0.372
H 1.65882 -1.11021 3.73109 0.460
H 0.37790 0.40665 5.19957 0.403
H -1.04089 2.17398 4.19123 0.436
H -1.12472 2.45545 1.77239 0.579
O -2.74967 -4.37078 -2.60186 -0.587
C -3.32427 -3.96368 -1.46985 0.166
O -4.27789 -4.52820 -0.99855 -0.622
C -2.71255 -2.80130 -0.77218 0.640
C -3.17821 -2.32687 0.43530 -0.915
N -2.36994 -1.30997 0.79375 -0.156
N -1.40474 -1.10489 -0.09297 0.742
C -1.61152 -1.97140 -1.06177 0.015
C -0.69906 -1.83868 -2.22552 -0.330
O -0.72376 -2.62702 -3.15621 -0.866
O 0.10622 -0.82223 -2.14030 -0.135
H -1.96482 -3.81459 -2.83368 0.402
H -4.00119 -2.66508 1.04193 0.586
H -2.38266 -0.74735 1.63259 0.111
C -6.12816 3.20625 3.46706 -1.469
C -5.18520 3.02840 2.30729 1.042
C -5.22100 1.87702 1.53232 -0.972
C -4.35011 1.70644 0.46444 -0.551
C -3.43845 2.70706 0.17761 0.325
C -3.37788 3.87522 0.93228 -0.595
C -4.25458 4.02166 1.99014 -0.862
S -2.35696 2.47521 -1.16808 1.429
O -2.87278 3.15016 -2.31204 -0.700
O -1.00472 2.90721 -0.69641 -0.752
O -2.15768 0.99948 -1.31985 -0.694
H -6.75744 2.32789 3.60304 0.348
H -6.78127 4.06663 3.31045 0.342
H -5.58095 3.37860 4.39532 0.336
H -5.93939 1.09929 1.76295 0.329
H -4.37726 0.80515 -0.13495 0.507
H -2.65009 4.64434 0.70660 0.522
H -4.21497 4.92468 2.58843 0.390
```

Properties
* LUMO: 0.070 eV
* total energy: -89373.82340 eV
* energy above the lowest of the compared OMol25 structures with the same formula, charge and spin: 0.816 eV
* frontier orbital gap: 8.41 eV